Here is a molecular structure, C37H55F5N7O5Si2SnTe2 from the OMol25 dataset. Energies are from the ωB97M-V functional and the def2-TZVPD basis.

Element x y z (Å)
Sn (0.060, -0.503, 0.104)
C (-1.522, -0.306, 4.713)
O (-2.600, -0.381, 3.741)
C (-2.031, -0.212, 2.560)
N (-0.795, 0.090, 2.490)
C (-0.312, 0.192, 3.891)
C (0.991, -0.536, 4.139)
C (1.994, -0.531, 3.177)
C (3.209, -1.150, 3.422)
C (3.451, -1.773, 4.638)
C (2.466, -1.755, 5.614)
C (1.249, -1.136, 5.367)
C (-2.890, -0.415, 1.374)
C (-4.261, -0.602, 1.453)
C (-4.968, -0.789, 0.275)
C (-4.297, -0.769, -0.941)
C (-2.927, -0.584, -0.923)
N (-2.241, -0.418, 0.211)
C (-2.100, -0.504, -2.147)
N (-0.847, -0.256, -2.115)
C (-0.387, -0.138, -3.512)
C (-1.640, -0.562, -4.319)
O (-2.694, -0.648, -3.313)
C (0.851, -0.929, -3.868)
C (1.417, -0.713, -5.124)
C (2.545, -1.410, -5.524)
C (3.120, -2.348, -4.675)
C (2.549, -2.578, -3.433)
C (1.424, -1.870, -3.023)
H (-1.383, -1.307, 5.119)
H (-1.839, 0.377, 5.496)
H (-0.132, 1.253, 4.102)
H (1.841, -0.006, 2.245)
H (3.978, -1.131, 2.658)
H (4.400, -2.253, 4.836)
H (2.644, -2.224, 6.573)
H (0.505, -1.129, 6.154)
H (-4.749, -0.607, 2.417)
H (-6.038, -0.947, 0.302)
H (-4.813, -0.906, -1.880)
H (-0.164, 0.922, -3.674)
H (-1.536, -1.550, -4.765)
H (-1.958, 0.159, -5.066)
H (0.977, 0.012, -5.800)
H (2.965, -1.235, -6.505)
H (3.984, -2.911, -5.001)
H (2.940, -3.362, -2.792)
H (0.941, -2.136, -2.092)
N (-0.458, 2.027, -0.037)
C (0.190, 2.898, 0.960)
C (0.012, 4.399, 0.680)
C (0.057, 5.251, 1.955)
C (0.637, 6.645, 1.734)
N (2.093, 6.651, 1.564)
C (2.963, 6.567, 2.564)
N (4.273, 6.576, 2.309)
N (2.548, 6.493, 3.825)
C (1.696, 2.567, 1.063)
O (2.367, 3.145, 1.916)
O (2.114, 1.706, 0.212)
H (-0.073, 2.232, -0.956)
H (-1.453, 2.232, -0.078)
H (-0.257, 2.661, 1.928)
H (-0.948, 4.552, 0.179)
H (0.782, 4.723, -0.028)
H (0.639, 4.729, 2.717)
H (-0.955, 5.377, 2.348)
H (0.388, 7.324, 2.552)
H (0.220, 7.104, 0.838)
H (2.466, 6.630, 0.630)
H (4.614, 6.757, 1.380)
H (4.946, 6.574, 3.055)
H (1.570, 6.457, 4.052)
H (3.201, 6.519, 4.589)
C (7.157, 3.156, 1.287)
Si (5.919, 2.696, -0.029)
C (6.758, 2.226, -1.628)
C (4.656, 4.043, -0.321)
C (4.986, 1.183, 0.707)
Te (3.799, 0.132, -0.650)
C (5.213, -1.026, -1.339)
Si (5.226, -3.916, -0.071)
C (6.015, -4.451, -1.630)
C (6.291, -3.287, 1.281)
C (3.445, -4.176, 0.211)
H (7.527, 4.172, 1.137)
H (8.026, 2.495, 1.257)
H (6.727, 3.097, 2.289)
H (7.238, 3.112, -2.051)
H (6.075, 1.847, -2.390)
H (7.546, 1.484, -1.477)
H (5.150, 4.952, -0.671)
H (4.104, 4.233, 0.603)
H (3.928, 3.750, -1.082)
H (4.281, 1.553, 1.455)
H (5.704, 0.490, 1.150)
H (6.257, -0.988, -1.040)
H (4.964, -1.664, -2.183)
H (6.894, -3.851, -1.870)
H (5.320, -4.463, -2.469)
H (6.364, -5.483, -1.489)
H (7.341, -3.246, 0.993)
H (6.193, -3.941, 2.153)
H (5.965, -2.295, 1.601)
H (3.065, -5.020, -0.367)
H (2.867, -3.297, -0.095)
H (3.230, -4.342, 1.268)
F (-2.956, -3.322, 0.331)
Te (-1.202, -3.934, 0.542)
F (-1.443, -5.191, -0.786)
F (-1.890, -5.147, 1.737)
F (-1.032, -2.765, 2.017)
F (0.469, -4.661, 0.954)
O (-0.511, -2.658, -0.564)

Results
Energy = -109670.669 eV
Highest occupied orbital energy = -14.96 eV
M = 1203.0 Da
Frontier orbital gap = 0.206 Eh
Net charge = +3
Energy above the lowest of the compared OMol25 structures with the same formula, charge and spin = 245.8 kJ/mol